[1]
Density functional theory data (wB97M-V/def2-TZVPD) for a structure of composition C47H42N7O3Re in a non-equilibrium geometry.

Results
Gap between HOMO and LUMO (spin up / spin down) (eV): 6.176 / 4.084
Strongest force on any atom (eV/A): 1.8
E_tot (hartree): -2502.67945
Energy relative to the best compared isomer or geometry (same formula, charge and spin) (eV): 1.067

```
! wB97M-V def2-TZVPD RIJCOSX def2/J DEFGRID3
* xyz 3 2
Re -0.993 1.504 1.822
C -3.806 5.074 1.504
O -3.156 4.986 2.775
C -2.503 3.858 2.804
N -2.584 3.069 1.765
C -3.564 3.684 0.850
C -3.286 3.801 -0.637
C -4.223 4.513 -1.386
C -4.089 4.618 -2.758
C -3.026 4.006 -3.406
C -2.086 3.310 -2.664
C -2.217 3.203 -1.287
C -1.881 3.375 4.028
C -2.064 3.933 5.289
C -1.733 3.177 6.408
C -1.337 1.858 6.232
C -1.142 1.392 4.935
N -1.313 2.167 3.851
C -0.847 0.007 4.611
N -0.856 -0.383 3.383
C -0.395 -1.762 3.375
C -0.521 -2.156 4.870
O -0.602 -0.892 5.541
C -1.105 -2.671 2.416
C -0.520 -3.902 2.144
C -1.141 -4.784 1.280
C -2.326 -4.427 0.654
C -2.895 -3.190 0.905
C -2.297 -2.319 1.802
H -3.351 5.891 0.933
H -4.857 5.302 1.688
H -4.475 3.074 0.936
H -5.064 4.977 -0.893
H -4.819 5.176 -3.323
H -2.939 4.066 -4.481
H -1.242 2.849 -3.158
H -1.477 2.656 -0.722
H -2.479 4.925 5.382
H -1.852 3.585 7.400
H -1.191 1.184 7.064
H 0.673 -1.747 3.099
H 0.336 -2.707 5.253
H -1.437 -2.717 5.083
H 0.408 -4.170 2.629
H -0.702 -5.753 1.105
H -2.812 -5.123 -0.013
H -3.814 -2.907 0.415
H -2.769 -1.375 2.043
C 5.497 -6.574 -7.306
O 5.920 -5.872 -6.156
C 5.084 -5.216 -5.389
C 5.625 -4.658 -4.197
C 4.826 -3.987 -3.315
C 3.447 -3.814 -3.576
C 2.913 -4.350 -4.766
C 3.703 -5.035 -5.651
C 2.649 -3.085 -2.633
N 3.128 -2.566 -1.513
C 2.118 -1.899 -0.936
C 0.949 -2.014 -1.723
N 1.314 -2.780 -2.782
C -0.262 -1.347 -1.405
C -1.474 -1.442 -2.106
C -2.539 -0.672 -1.689
C -2.385 0.210 -0.623
N -1.249 0.324 0.064
C -0.210 -0.477 -0.288
C 0.963 -0.368 0.529
N 0.882 0.492 1.573
C 1.936 0.618 2.367
C 3.113 -0.112 2.190
C 3.227 -0.969 1.115
C 2.135 -1.106 0.250
H 6.375 -7.099 -7.681
H 5.131 -5.898 -8.085
H 4.713 -7.295 -7.061
H 6.678 -4.800 -4.007
H 5.228 -3.580 -2.400
H 1.865 -4.236 -5.003
H 3.272 -5.427 -6.559
H 0.720 -3.071 -3.541
H -1.579 -2.115 -2.943
H -3.485 -0.722 -2.203
H -3.206 0.853 -0.335
H 1.844 1.320 3.185
H 3.927 0.021 2.888
H 4.129 -1.533 0.929
C 1.407 2.573 -0.999
C 1.411 3.426 0.272
C 1.473 4.902 -0.165
C 0.191 3.327 1.186
H 2.232 2.890 -1.632
H 0.491 2.712 -1.561
H 1.542 1.515 -0.794
H 2.324 3.195 0.828
H 0.642 5.116 -0.833
H 2.397 5.103 -0.701
H 1.416 5.578 0.683
H -0.565 4.004 0.783
H 0.490 3.705 2.171
*
```



[2]
Density functional theory data (wB97M-V/def2-TZVPD) for a cluster of 2 separate species, C3H9NO3 in total in a non-equilibrium geometry.

Results
Gap between HOMO and LUMO (eV): 9.733
Strongest force on any atom (eV/A): 4.8
E_tot (hartree): -400.11807
SMILES: CNC(=O)O.CO
Energy relative to the best compared isomer or geometry (same formula, charge and spin) (eV): 2.814

```
! wB97M-V def2-TZVPD RIJCOSX def2/J DEFGRID3
* xyz 0 1
C -0.584 -1.645 -0.699
O -1.951 -1.616 -0.303
H -2.116 -0.780 0.156
H -0.505 -1.630 -1.790
H -0.160 -2.604 -0.382
H 0.029 -0.899 0.180
C 1.590 0.732 1.268
N 0.236 0.598 0.749
C -0.011 0.843 -0.663
O -1.268 1.352 -0.798
O 0.848 0.892 -1.514
H -1.368 1.492 -1.756
H -0.495 0.994 1.333
H 2.274 0.231 0.584
H 1.610 0.260 2.252
H 1.871 1.780 1.383
*
```



[3]
Density functional theory data (wB97M-V/def2-TZVPD) for the ion C5H9N2 with charge +1 in a non-equilibrium geometry.

Results
Gap between HOMO and LUMO (eV): 8.927
Strongest force on any atom (eV/A): 3.6
E_tot (hartree): -305.02437
SMILES: C[C@@H]1CN[C@@H]2C=[N+]12
Energy relative to the best compared isomer or geometry (same formula, charge and spin) (eV): 5.596

```
! wB97M-V def2-TZVPD RIJCOSX def2/J DEFGRID3
* xyz 1 1
C -0.751 -1.327 -1.053
C -0.122 0.471 1.196
C -1.743 -0.367 -0.462
C 0.445 0.717 -0.309
C 1.875 0.308 -0.539
N -1.354 -0.423 0.920
N -0.448 -0.070 -1.101
H -0.545 -2.337 -0.851
H 0.393 -0.212 1.817
H -0.210 1.383 1.776
H -2.532 0.135 -0.971
H 0.350 1.722 -0.444
H 1.920 -0.728 -0.182
H 2.472 0.993 0.158
H 2.261 0.529 -1.532
H -2.011 -0.793 1.577
*
```



[4]
Density functional theory data (wB97M-V/def2-TZVPD) for the molecule C2H7BS in a non-equilibrium geometry.

Results
Gap between HOMO and LUMO (eV): 10.218
Strongest force on any atom (eV/A): 3.8
E_tot (hartree): -503.44220
SMILES: CB(C)S
Energy relative to the best compared isomer or geometry (same formula, charge and spin) (eV): 0.105

```
! wB97M-V def2-TZVPD RIJCOSX def2/J DEFGRID3
* xyz 0 1
B -0.241 0.157 -0.064
C -0.923 -1.349 0.162
C 1.169 0.596 0.264
S -1.423 1.439 -0.733
H -0.115 -1.937 0.537
H -0.948 -1.710 -0.999
H -1.886 -1.559 0.707
H 1.779 -0.242 0.508
H 1.155 1.328 1.102
H 1.793 1.101 -0.494
H -0.361 2.175 -0.990
*
```



[5]
Density functional theory data (wB97M-V/def2-TZVPD) for the molecule C16H15N3O3 in a non-equilibrium geometry.

Results
Gap between HOMO and LUMO (eV): 8.508
Strongest force on any atom (eV/A): 1.3
E_tot (hartree): -1008.67673
SMILES: O=C(N/N=C/c1ccco1)c1cccc(N2CCCC2=O)c1
Energy relative to the best compared isomer or geometry (same formula, charge and spin) (eV): 1.933

```
! wB97M-V def2-TZVPD RIJCOSX def2/J DEFGRID3
* xyz 0 1
O 0.141 -3.347 -0.633
C 0.714 -2.282 -0.525
N 2.064 -2.288 -0.268
N 2.821 -1.209 -0.070
C 4.056 -1.348 0.213
C 4.910 -0.217 0.409
C 6.251 -0.176 0.726
C 6.598 1.187 0.794
C 5.453 1.876 0.515
O 4.435 1.041 0.282
H 5.251 2.927 0.455
H 7.560 1.599 1.018
H 6.894 -1.017 0.888
H 4.534 -2.329 0.315
H 2.478 -3.221 -0.171
C 0.030 -0.971 -0.651
C 0.625 0.153 -1.216
C -0.114 1.314 -1.343
C -1.429 1.373 -0.916
C -2.035 0.249 -0.358
C -1.297 -0.923 -0.239
H -1.743 -1.809 0.184
N -3.371 0.288 0.071
C -3.870 -0.432 1.119
O -3.233 -1.106 1.891
C -5.376 -0.219 1.146
C -5.592 1.029 0.300
H -6.540 1.025 -0.234
H -5.556 1.918 0.932
C -4.396 1.018 -0.654
H -4.068 2.027 -0.906
H -4.631 0.489 -1.587
H -5.737 -0.130 2.168
H -5.841 -1.099 0.697
H -1.973 2.299 -1.015
H 0.340 2.192 -1.779
H 1.647 0.121 -1.554
*
```



[6]
Density functional theory data (wB97M-V/def2-TZVPD) for the ion C7H8 with charge +1 in a non-equilibrium geometry.

Results
Gap between HOMO and LUMO (spin up / spin down) (eV): 10.588 / 6.303
Strongest force on any atom (eV/A): 5.5
E_tot (hartree): -271.16079
Energy relative to the best compared isomer or geometry (same formula, charge and spin) (eV): 1.279

```
! wB97M-V def2-TZVPD RIJCOSX def2/J DEFGRID3
* xyz 1 2
C -2.099 -0.300 0.426
C -0.724 -0.181 0.077
C -0.257 1.027 -0.429
C 1.176 1.285 -0.683
C 2.114 0.298 -0.340
C 1.527 -0.859 0.252
C 0.238 -1.086 0.494
H -2.107 -0.280 1.502
H -2.702 0.594 -0.054
H -2.566 -1.244 -0.066
H -1.014 1.833 -0.842
H 1.347 2.267 -1.062
H 3.067 0.431 -0.638
H 2.168 -1.797 0.470
H -0.166 -1.989 0.892
*
```



[7]
Density functional theory data (wB97M-V/def2-TZVPD) for a cluster of 3 separate species, C20H47BI2N7O4P2 in total in a non-equilibrium geometry.

Results
Gap between HOMO and LUMO (eV): 3.880
Strongest force on any atom (eV/A): 7.5
E_tot (hartree): -2776.91969

```
! wB97M-V def2-TZVPD RIJCOSX def2/J DEFGRID3
* xyz 1 1
C -11.288 -0.334 0.371
C -9.852 0.431 0.186
I -8.737 0.006 2.045
C -9.168 -0.208 -1.116
I -10.579 -0.029 -2.808
N -7.871 0.417 -1.510
C -7.679 1.781 -1.922
C -6.301 2.385 -2.369
C -5.049 1.467 -2.375
B -3.547 1.881 -2.839
O -2.382 1.672 -2.007
O -3.354 2.448 -4.167
C -5.277 -0.024 -1.896
C -6.701 -0.462 -1.490
H -11.494 -0.531 1.481
H -11.174 -1.377 -0.120
H -12.153 0.254 -0.116
H -10.008 1.560 0.142
H -9.020 -1.329 -0.893
H -8.612 2.457 -1.916
H -6.163 3.472 -2.690
H -2.012 0.786 -2.278
H -3.874 1.936 -4.826
H -4.363 -0.704 -1.881
H -6.828 -1.560 -1.163
O 0.507 -0.577 -2.671
P 1.693 -0.075 -3.526
N 2.230 -1.676 -3.834
C 3.579 -2.199 -3.901
C 1.375 -2.439 -4.745
N 2.486 0.616 -2.160
C 3.203 -0.219 -1.206
C 1.642 1.554 -1.413
N 3.010 0.555 -4.527
C 2.789 0.547 -5.966
C 4.336 0.998 -4.144
H 4.066 -1.984 -4.860
H 3.573 -3.287 -3.778
H 4.218 -1.835 -3.103
H 1.625 -2.227 -5.791
H 0.319 -2.196 -4.601
H 1.470 -3.515 -4.574
H 2.628 -1.109 -0.922
H 3.451 0.329 -0.292
H 4.171 -0.525 -1.607
H 0.940 1.040 -0.747
H 1.058 2.178 -2.098
H 2.256 2.232 -0.811
H 3.346 -0.264 -6.448
H 3.086 1.496 -6.425
H 1.730 0.408 -6.195
H 4.972 0.168 -3.830
H 4.311 1.743 -3.346
H 4.853 1.486 -4.977
O 5.870 0.275 4.239
P 4.467 -0.363 4.192
N 3.695 1.163 4.348
C 2.508 1.524 5.093
C 3.793 2.017 3.162
N 4.675 -1.142 5.716
C 4.559 -0.396 6.963
C 5.883 -1.972 5.783
N 2.887 -1.154 4.077
C 2.244 -1.123 2.771
C 2.072 -1.755 5.112
H 1.583 1.249 4.571
H 2.475 2.606 5.260
H 2.481 1.091 6.089
H 3.011 1.772 2.433
H 4.759 1.900 2.664
H 3.708 3.076 3.425
H 5.101 0.556 6.929
H 4.938 -0.971 7.813
H 3.512 -0.209 7.208
H 6.785 -1.376 5.961
H 6.025 -2.522 4.847
H 5.797 -2.717 6.579
H 1.432 -0.387 2.746
H 1.838 -2.103 2.498
H 2.963 -0.856 1.992
H 1.648 -1.008 5.788
H 2.625 -2.488 5.703
H 1.225 -2.305 4.690
*
```



[8]
Density functional theory data (wB97M-V/def2-TZVPD) for a structure of composition C3H8NO in a non-equilibrium geometry.

Results
Gap between HOMO and LUMO (eV): 6.801
Strongest force on any atom (eV/A): 3.3
E_tot (hartree): -248.89489
Energy relative to the best compared isomer or geometry (same formula, charge and spin) (eV): 5.217

```
! wB97M-V def2-TZVPD RIJCOSX def2/J DEFGRID3
* xyz -1 1
C -0.139 0.259 -0.425
N -1.682 0.208 -0.535
C 0.345 0.478 1.054
C 1.403 0.851 0.089
O 2.390 0.170 -0.300
H -0.808 1.187 -0.773
H -0.909 -2.584 -0.385
H 0.341 -0.631 -0.825
H -1.882 0.074 -1.528
H -0.157 1.187 1.699
H 0.470 -0.470 1.584
H -0.833 -2.693 0.317
H 1.459 1.964 0.027
*
```